{"formula": "C4H12N2O", "method": "ωB97M-V with the def2-TZVPD basis set", "de_lowest_kj_mol": 455.57, "homo_lumo_gap_ev": 8.838, "lumo_energy_ev": 0.97, "elements": ["C", "N", "N", "C", "C", "C", "O", "H", "H", "H", "H", "H", "H", "H", "H", "H", "H", "H", "H"], "positions_angstrom": [[-2.45, 0.15, -0.65], [-1.48, 0.99, 0.01], [0.01, 0.51, 0.66], [-0.15, -0.75, 1.35], [0.61, 0.44, -0.59], [2.30, 0.27, -0.09], [2.66, -1.03, 0.23], [-3.41, 0.23, -0.12], [-2.16, -0.90, -0.64], [-2.62, 0.42, -1.70], [-1.62, 1.99, -0.03], [-0.36, -1.60, 0.69], [-0.99, -0.65, 2.04], [0.76, -0.96, 1.91], [0.61, 1.38, -1.13], [0.41, -0.45, -1.21], [2.49, 0.90, 0.77], [2.84, 0.65, -0.97], [2.51, -1.60, -0.53]], "lowdin_charge": [-0.175, -0.100, -0.134, -0.109, -0.214, -0.209, -0.091, 0.065, 0.065, 0.068, 0.090, 0.078, 0.087, 0.083, 0.103, 0.108, 0.104, 0.091, 0.090]}



{"formula": "C4H12N2O", "method": "ωB97M-V with the def2-TZVPD basis set", "de_lowest_kj_mol": 136.74, "homo_lumo_gap_ev": 10.004, "lumo_energy_ev": 0.74, "elements": ["H", "N", "C", "N", "H", "H", "H", "C", "C", "C", "O", "H", "H", "H", "H", "H", "H", "H", "H"], "positions_angstrom": [[-3.80, 2.18, 1.29], [-3.37, 1.47, 0.72], [-2.48, 0.90, 1.46], [-1.98, -0.36, 1.18], [-2.08, 1.33, 2.39], [-1.20, -0.78, 1.69], [-2.34, -0.78, 0.35], [1.08, -1.68, -1.02], [1.82, -0.47, -0.48], [1.24, 0.93, -0.74], [3.17, -0.46, -1.00], [1.70, -2.57, -0.82], [0.94, -1.56, -2.10], [0.11, -1.87, -0.53], [1.96, -0.57, 0.61], [0.15, 1.02, -0.58], [1.43, 1.25, -1.78], [1.78, 1.62, -0.08], [3.56, -1.34, -0.99]], "lowdin_charge": [0.013, 0.036, -0.381, 0.064, 0.111, 0.097, 0.072, -0.061, -0.495, -0.051, -0.074, 0.077, 0.087, 0.065, 0.126, 0.068, 0.084, 0.077, 0.084]}



{"formula": "C4H12N2O", "method": "ωB97M-V with the def2-TZVPD basis set", "de_lowest_kj_mol": 624.34, "homo_lumo_gap_ev": 9.650, "lumo_energy_ev": 0.79, "elements": ["C", "N", "C", "C", "N", "C", "O", "H", "H", "H", "H", "H", "H", "H", "H", "H", "H", "H", "H"], "positions_angstrom": [[0.12, 0.31, -1.22], [-1.19, -0.14, -2.29], [0.21, -0.69, -0.04], [-0.88, -1.75, -0.13], [0.05, -0.03, 1.27], [0.39, 1.30, 1.52], [1.82, 1.27, 1.93], [0.08, -0.48, -2.14], [1.11, 0.74, -1.35], [-0.34, 1.19, -0.96], [-0.97, 0.43, -3.16], [1.15, -1.19, -0.06], [-0.83, -2.35, -1.05], [-1.90, -1.39, -0.11], [-0.68, -2.49, 0.69], [-0.12, -0.63, 2.09], [0.32, 1.81, 0.58], [-0.26, 1.80, 2.27], [1.93, 2.30, 2.16]], "lowdin_charge": [-0.218, -0.009, -0.368, -0.097, -0.029, -0.290, -0.131, 0.098, 0.124, 0.066, 0.026, 0.122, 0.070, 0.071, 0.092, 0.130, 0.082, 0.125, 0.136]}